Entry 1:
Formula: C26H66AlIN2O22P5
Source: OMol25
Level of theory: ωB97M-V/def2-TZVPD

Summary:
Charge: -1
Highest occupied orbital energy in eV: -5.45

Each line ends with the Mulliken charge.
Geometry (Å):
C 5.422471 -5.287867 5.929513  -1.355
C 5.298508 -4.131210 4.946084  0.726
N 4.146462 -3.949670 4.437018  -0.550
C 6.545818 -3.337923 4.640644  -0.449
Al 6.427737 -1.457822 3.944719  -0.219
I 5.171306 -1.355514 1.651379  -0.246
C 8.342680 -0.860001 3.526468  -0.388
C 8.964371 -1.692630 2.491546  -0.205
O 9.261111 -1.364561 1.360511  -0.568
C 5.695584 -0.145993 5.262556  -0.729
C 4.226743 0.307929 5.163855  -0.581
C 3.252739 -0.679365 5.817128  -0.137
C 1.827068 -0.573518 5.285852  -0.934
N 1.683056 -1.053414 3.899232  0.230
C 0.759105 -2.028135 3.580901  0.452
C 0.568388 -3.138760 4.594765  -0.811
O 0.138989 -1.996675 2.530605  -0.673
H 4.552676 -5.315462 6.594219  0.321
H 5.441312 -6.230919 5.368173  0.274
H 6.339262 -5.228841 6.523313  0.347
H 4.156391 -3.186439 3.757167  -0.023
H 7.125218 -3.261955 5.578819  0.246
H 7.180388 -3.950348 3.976506  0.322
H 8.868815 -1.009478 4.481083  0.292
H 8.349552 0.194025 3.224549  0.317
H 9.143102 -2.752442 2.792847  0.243
H 6.363620 0.726987 5.184586  0.377
H 5.854943 -0.573574 6.269563  0.382
H 3.935821 0.471668 4.115660  0.169
H 4.104581 1.277305 5.674902  0.343
H 3.608554 -1.709069 5.684678  -0.020
H 3.229852 -0.488478 6.901665  0.352
H 1.131351 -1.117894 5.932943  0.317
H 1.513310 0.480910 5.303525  0.359
H 1.608093 -0.309337 3.215591  0.243
H -0.291435 -2.878638 5.231558  0.007
H 0.323404 -4.055680 4.056232  0.373
H 1.444406 -3.295101 5.223494  0.275
C -0.250521 -0.015899 -3.931573  -0.759
O 1.125568 -0.306088 -3.653182  -0.007
P 1.634441 -1.810176 -3.534438  0.884
O 0.550326 -2.795792 -3.617320  -0.747
O 2.559079 -1.785790 -2.267774  -0.231
C 1.953812 -1.540383 -0.980384  -0.590
O 2.762659 -1.954734 -4.640557  -0.311
C 2.412978 -2.526899 -5.900507  -0.710
H -0.837462 -0.066090 -3.015456  0.324
H -0.286565 0.992830 -4.335448  0.282
H -0.661451 -0.718005 -4.655251  0.283
H 1.092273 -2.189565 -0.826630  0.410
H 1.653842 -0.493435 -0.916952  0.276
H 2.716903 -1.738817 -0.235495  0.005
H 1.811596 -1.828524 -6.486348  0.257
H 1.860064 -3.454511 -5.761190  0.337
H 3.347231 -2.721310 -6.421128  0.229
C -4.994878 0.087523 8.320425  -0.658
O -3.620568 -0.290845 8.188754  -0.326
P -3.232737 -1.635297 7.420667  0.834
O -4.404997 -2.457797 7.101318  -0.715
O -2.120375 -2.267206 8.344979  -0.253
C -2.507348 -2.710384 9.648989  -0.725
O -2.316125 -1.200048 6.219963  -0.010
C -2.879094 -1.056069 4.905113  -0.667
H -5.456261 -0.452183 9.146887  0.268
H -5.002701 1.154949 8.527537  0.243
H -5.551327 -0.121397 7.408825  0.322
H -3.436019 -3.280468 9.602654  0.343
H -2.624362 -1.854635 10.314574  0.275
H -1.706425 -3.349334 10.009814  0.240
H -3.509606 -0.167849 4.852676  0.323
H -3.457152 -1.938312 4.638239  0.341
H -2.038059 -0.948443 4.225001  0.150
C 4.252525 5.015275 -3.673805  -0.713
O 3.243272 4.171206 -3.112946  -0.175
P 3.362060 3.696769 -1.590344  0.738
O 4.622799 4.119689 -0.973214  -0.701
O 3.003237 2.171427 -1.653490  -0.026
C 3.906397 1.281906 -2.338373  -0.496
O 2.044756 4.220214 -0.884366  -0.286
C 2.111258 5.434275 -0.131928  -0.717
H 5.112010 4.420669 -3.982024  0.279
H 3.807344 5.495705 -4.542469  0.235
H 4.584108 5.765173 -2.957950  0.326
H 4.935788 1.460770 -2.028786  0.433
H 3.795419 1.413681 -3.414798  0.252
H 3.618669 0.272893 -2.065212  0.016
H 2.195742 6.294812 -0.798299  0.270
H 2.959248 5.415927 0.550296  0.334
H 1.181246 5.500405 0.426550  0.227
C -1.715910 4.233962 -8.453916  -0.657
O -2.952380 3.525193 -8.279849  -0.364
P -3.212884 2.698536 -6.944228  0.766
O -2.030375 2.604449 -6.084765  -0.490
O -3.850548 1.352549 -7.467034  -0.189
C -3.013521 0.478103 -8.237747  -0.736
O -4.506433 3.330784 -6.294503  -0.132
C -4.347502 4.272709 -5.221592  -0.746
H -0.937364 3.550673 -8.789670  0.269
H -1.898942 4.988645 -9.214370  0.240
H -1.397429 4.703735 -7.525699  0.324
H -2.035853 0.371271 -7.767228  0.315
H -2.905646 0.865400 -9.250806  0.286
H -3.511436 -0.486781 -8.260938  0.249
H -3.959030 5.218235 -5.600933  0.308
H -3.677771 3.874501 -4.462282  0.345
H -5.338379 4.428799 -4.804146  0.234
C -7.070652 1.646305 -6.214417  -0.648
O -8.317211 0.932928 -6.112735  -0.339
P -8.675985 0.126233 -4.791877  1.064
O -7.585784 0.095101 -3.812358  -0.676
O -9.215459 -1.253897 -5.338546  -0.362
C -8.275126 -2.105929 -6.005204  -0.664
O -10.048403 0.721619 -4.280685  -0.337
C -10.021403 1.707878 -3.241952  -0.676
H -6.272767 0.975073 -6.523232  0.305
H -7.214491 2.414501 -6.969273  0.328
H -6.800529 2.101532 -5.264457  0.321
H -7.342625 -2.164405 -5.443028  0.332
H -8.084245 -1.733545 -7.012007  0.266
H -8.730235 -3.090802 -6.056442  0.240
H -9.656470 2.660189 -3.629495  0.269
H -9.387933 1.379721 -2.419985  0.333
H -11.047307 1.824799 -2.904092  0.231

Cartesian forces, eV/Å:
C -0.01 0.00 0.02
C 0.02 -0.03 0.05
N -0.04 -0.04 0.05
C -0.03 -0.14 0.02
Al 0.23 0.06 0.07
I -0.07 0.03 0.04
C 0.10 -0.06 -0.26
C -0.01 -0.02 0.18
O -0.04 0.07 -0.04
C -0.20 -0.02 -0.03
C 0.07 0.17 0.10
C 0.05 -0.06 0.07
C 0.17 0.06 0.02
N -0.85 0.14 0.06
C 0.33 0.03 0.29
C -0.27 0.08 0.01
O 0.05 -0.06 -0.05
H 0.12 -0.01 -0.13
H 0.02 0.15 0.09
H -0.14 0.01 -0.07
H 0.06 0.01 0.02
H -0.02 -0.03 -0.17
H -0.12 0.10 0.07
H -0.12 0.01 -0.06
H 0.00 -0.13 0.13
H 0.02 0.04 0.06
H -0.14 -0.11 0.07
H 0.06 0.15 -0.14
H 0.12 -0.09 0.12
H -0.09 -0.08 -0.16
H -0.09 0.10 -0.04
H 0.03 -0.10 -0.16
H 0.12 0.07 -0.11
H 0.01 -0.17 0.05
H 0.31 -0.09 -0.02
H 0.19 -0.08 -0.10
H 0.07 0.13 0.05
H 0.00 -0.03 -0.11
C -0.06 0.11 -0.04
O 0.01 -0.06 -0.04
P 0.00 0.08 0.01
O 0.05 0.03 0.00
O -0.06 -0.18 -0.10
C -0.08 0.13 0.14
O 0.01 -0.03 0.03
C 0.01 0.02 -0.02
H 0.02 -0.02 0.01
H 0.00 0.00 0.01
H 0.01 -0.03 0.02
H 0.05 -0.01 0.00
H -0.04 -0.01 0.00
H 0.01 -0.06 0.02
H 0.00 0.00 0.00
H -0.01 0.01 0.01
H -0.01 0.00 0.00
C 0.00 0.03 0.00
O 0.00 -0.02 -0.02
P 0.00 0.00 -0.01
O 0.05 0.04 0.01
O -0.02 0.01 -0.01
C 0.01 -0.02 0.01
O -0.02 -0.05 0.04
C 0.08 0.00 -0.16
H 0.00 -0.01 -0.01
H -0.01 -0.01 0.00
H 0.00 -0.01 0.00
H 0.00 0.00 0.00
H -0.01 0.00 -0.01
H 0.00 0.01 0.01
H 0.01 0.00 0.05
H -0.01 0.00 0.04
H -0.02 -0.01 -0.01
C -0.01 -0.01 -0.02
O 0.00 0.05 0.03
P -0.04 -0.09 -0.04
O -0.05 0.00 -0.02
O 0.04 0.07 0.07
C 0.03 -0.07 -0.03
O 0.03 0.00 0.01
C -0.02 0.00 0.00
H 0.00 0.00 0.00
H 0.01 0.00 0.00
H 0.00 -0.01 0.00
H -0.02 0.05 0.03
H 0.01 0.00 0.00
H 0.04 0.06 -0.02
H 0.00 0.00 0.00
H 0.01 0.00 -0.01
H 0.01 0.00 0.00
C 0.01 0.02 -0.02
O 0.01 -0.01 0.04
P 0.02 -0.04 -0.01
O -0.04 0.01 -0.01
O -0.01 0.03 -0.02
C 0.01 -0.03 0.02
O 0.05 -0.03 0.01
C -0.02 0.00 0.02
H 0.00 0.00 0.01
H 0.00 -0.01 0.00
H 0.00 -0.01 0.00
H 0.00 0.00 0.00
H 0.01 0.01 0.00
H 0.00 0.01 -0.01
H 0.00 0.00 0.00
H 0.01 0.00 -0.01
H 0.01 0.00 0.00
C 0.00 0.05 -0.03
O 0.01 0.00 0.05
P -0.01 0.00 0.00
O -0.05 0.01 -0.04
O 0.02 0.02 0.02
C 0.00 -0.02 0.01
O 0.02 -0.04 0.01
C -0.01 0.02 0.00
H 0.00 -0.01 0.01
H 0.01 -0.01 0.00
H -0.01 -0.03 0.01
H 0.00 0.00 0.00
H 0.01 0.01 0.00
H 0.00 0.01 -0.01
H 0.00 0.00 0.00
H 0.01 0.00 -0.01
H 0.01 0.00 0.00


Entry 2:
Formula: H14O6S2
Source: OMol25
Level of theory: ωB97M-V/def2-TZVPD

Summary:
Relative energy (zero: lowest compared OMol25 entry of this formula, charge and spin) in kJ/mol: 132.4
SMILES: SS.O.O.O.O.O.O
Highest occupied orbital energy in eV: -9.82

Each line ends with the Mulliken charge.
Geometry (Å):
S -4.319347 0.645624 1.182115  -0.164
S -2.423361 0.459413 2.100617  -0.220
H -3.898226 1.114831 -0.029291  0.170
H -1.853820 -0.799605 2.053454  0.202
O 2.658208 2.341720 -2.103009  -0.639
H 2.310577 2.159710 -1.206344  0.360
H 2.987297 3.231329 -1.982393  0.311
O -0.712877 1.263401 -2.420661  -0.603
H -0.986594 0.812411 -3.224572  0.280
H -0.169332 1.981369 -2.750944  0.326
O -1.499889 -2.795732 2.912965  -0.663
H -1.065114 -2.578812 3.734609  0.331
H -2.471206 -2.820801 2.957010  0.339
O 0.633189 -1.458869 -0.740960  -0.617
H 0.647112 -0.816014 -0.042712  0.318
H 0.715044 -0.976091 -1.578459  0.297
O 2.811914 -3.061753 -0.100818  -0.622
H 2.946692 -2.116818 -0.113946  0.314
H 1.878364 -3.088226 0.107204  0.320
O 0.966382 2.129609 0.332986  -0.649
H 0.584407 2.006044 1.207260  0.285
H 0.260581 2.367259 -0.294111  0.325

Cartesian forces, eV/Å:
S 1.15 -0.45 -0.18
S 0.09 0.50 0.23
H -0.09 -0.29 0.49
H -1.07 0.28 -0.59
O -0.52 -0.16 0.76
H 0.15 -0.23 -0.44
H 0.28 0.37 -0.25
O -0.04 -0.04 0.03
H -0.13 -0.13 0.03
H 0.33 0.18 -0.06
O -0.20 -0.16 -1.17
H -0.55 0.03 0.52
H 0.75 0.10 0.68
O -0.10 -0.45 -0.71
H -0.11 0.76 0.25
H -0.08 0.03 0.51
O 0.35 -0.33 0.32
H 0.30 0.37 -0.21
H -0.40 -0.26 -0.17
O 0.07 0.09 -0.52
H -0.26 0.10 -0.19
H 0.08 -0.31 0.68


Entry 3:
Formula: C20H30N4O2PdSSi
Source: OMol25
Level of theory: ωB97M-V/def2-TZVPD

Summary:
Charge: -2
Highest occupied orbital energy in eV: 0.40

Each line ends with the Mulliken charge.
Geometry (Å):
Pd -1.210291 -0.005147 0.527927  -0.514
C -2.699232 -5.621203 1.189279  -0.985
Si -1.556632 -5.631441 -0.288214  0.128
C -2.530569 -5.750953 -1.878403  -0.984
C -0.617130 -7.275883 -0.172439  -1.139
C -0.305594 -4.259804 -0.265214  0.366
C 1.044775 -4.540586 -0.102447  -0.001
C 1.983943 -3.515217 -0.042210  -0.809
C 1.501238 -2.219344 -0.170304  -0.359
N 0.225053 -1.905366 -0.327678  -0.424
C -0.700410 -2.895271 -0.341174  0.339
S -2.353500 -2.394513 -0.381100  -0.435
H -3.437127 -6.423172 1.090043  0.292
H -3.206974 -4.662314 1.269891  0.287
H -2.123203 -5.794216 2.101771  0.320
H -3.083927 -6.695439 -1.893319  0.288
H -1.849171 -5.734886 -2.732253  0.320
H -3.215725 -4.912933 -1.976981  0.274
H -1.327137 -8.107262 -0.186559  0.266
H -0.040282 -7.349627 0.751813  0.288
H 0.070934 -7.409897 -1.009933  0.288
H 1.375297 -5.571537 -0.015981  0.222
H 3.040017 -3.703839 0.102597  0.370
H 2.178319 -1.370654 -0.131406  0.347
C 2.948343 -0.007404 4.303495  -0.917
N 1.570771 -0.049584 4.744860  0.048
C 1.327170 -1.206514 5.585152  -1.203
C 0.621089 0.124218 3.685536  0.401
N 1.042744 0.159525 2.499226  -0.273
N -0.684525 0.209654 4.190731  0.307
C -1.826400 0.207566 3.289947  -0.881
C -0.896591 1.139307 5.284316  -1.219
H 3.592367 0.011693 5.188555  0.277
H 3.126766 0.879409 3.701762  0.330
H 3.216308 -0.873136 3.682434  0.302
H 1.584106 -2.145415 5.069286  0.355
H 0.278094 -1.259831 5.865063  0.353
H 1.936843 -1.138060 6.491233  0.377
H 0.314738 0.318518 1.772000  0.030
H -1.688892 -0.445177 2.401064  0.215
H -2.077863 1.211926 2.925920  0.380
H -2.681724 -0.199604 3.839045  0.255
H -0.068376 1.116231 5.987844  0.388
H -1.817777 0.870014 5.810300  0.356
H -1.017177 2.169886 4.918068  0.315
O -2.269262 2.636818 0.832530  -0.763
C -1.308348 3.136501 0.209754  0.532
O -0.381555 2.558437 -0.385801  -0.755
C -1.268107 4.678101 0.176780  -0.050
C -0.198686 5.337552 -0.421632  -0.298
C -0.145791 6.724308 -0.454369  -0.435
C -1.170197 7.475277 0.110730  -0.288
C -2.241687 6.823702 0.710254  -0.441
C -2.285772 5.436482 0.743795  -0.252
H 0.574981 4.714576 -0.852376  0.399
H 0.697995 7.221885 -0.921485  0.339
H -1.133406 8.558639 0.084349  0.342
H -3.043834 7.403609 1.155352  0.340
H -3.100717 4.895295 1.208880  0.388

Cartesian forces, eV/Å:
Pd -0.32 -0.08 -0.63
C -0.05 -0.11 0.09
Si 0.06 0.19 0.06
C -0.01 -0.07 -0.10
C 0.02 -0.03 0.00
C 0.12 -0.20 0.00
C 0.10 0.08 -0.03
C -0.12 -0.05 -0.02
C 0.09 0.14 -0.03
N 0.03 -0.01 0.20
C -0.33 0.23 0.02
S 0.20 -0.17 -0.02
H -0.05 -0.01 0.06
H -0.01 0.03 -0.02
H -0.02 0.00 0.04
H -0.06 0.02 -0.06
H 0.00 -0.03 -0.04
H -0.05 0.05 0.01
H -0.03 -0.02 -0.01
H 0.02 0.00 0.03
H 0.03 -0.01 -0.04
H 0.01 -0.01 0.01
H 0.00 -0.01 0.00
H 0.02 -0.01 0.01
C 0.07 -0.03 0.02
N 0.03 0.06 -0.04
C -0.01 -0.06 0.02
C 0.06 0.03 0.16
N 0.25 -0.14 0.04
N -0.02 0.01 0.04
C -0.16 0.11 -0.12
C -0.04 0.00 0.06
H 0.00 0.00 0.00
H -0.05 0.03 0.01
H -0.01 -0.01 0.01
H 0.01 0.00 0.00
H 0.00 0.03 0.01
H 0.00 0.00 0.00
H -0.07 0.12 0.06
H 0.22 -0.09 0.08
H 0.04 -0.04 0.01
H -0.03 0.06 0.00
H 0.02 0.00 -0.01
H 0.01 -0.01 -0.01
H 0.01 -0.01 -0.01
O -0.02 0.00 0.15
C -0.03 -0.09 -0.02
O 0.05 0.06 0.02
C 0.07 0.06 -0.04
C -0.06 -0.06 0.02
C 0.04 0.00 -0.02
C 0.00 -0.04 0.00
C -0.02 0.06 0.01
C -0.01 -0.08 0.02
H 0.03 0.03 -0.02
H -0.01 0.02 0.00
H 0.00 0.02 0.00
H 0.00 0.00 0.00
H -0.01 0.02 0.00